C25H56F3N8O11STl as an isolated structure at a distorted geometry, computed with ωB97M-V/def2-TZVPD.

Calculated values
lowest unoccupied orbital energy	-11.58	eV
HOMO	-13.39	eV
total charge	+2
gap between HOMO and LUMO	1.81	eV
relative energy (zero: lowest compared OMol25 entry of this formula, charge and spin)	0.00	kcal per mole

Each line ends with the Mulliken charge.
CARTESIAN COORDINATES (ANGSTROEM)
Tl -0.34179 -3.08286 -3.34153  1.105
C -1.05304 -1.23875 1.50056  -0.066
F -2.38246 -1.24311 1.45895  -0.182
F -0.66880 -0.54172 2.58390  -0.431
F -0.61963 -2.46796 1.64193  -0.158
S -0.40060 -0.52593 -0.10329  0.650
O -1.39380 0.46439 -0.49876  -0.345
O 0.89749 0.02694 0.26307  -0.715
O -0.34538 -1.69289 -0.95268  -0.236
C 3.41744 -4.87299 0.00114  -1.410
C 2.73351 -3.70171 -0.64763  0.677
O 1.89396 -3.86777 -1.48221  -0.280
N 3.06950 -2.45462 -0.29324  0.548
C 4.25134 -1.98075 0.40904  -0.906
H 3.08475 -5.73784 -0.56754  0.333
H 2.96106 -4.99406 0.98730  0.251
H 4.49382 -4.79060 0.04386  0.518
H 2.54401 -1.73556 -0.78446  -0.316
H 4.81329 -1.23669 -0.15058  0.273
H 4.97949 -2.79289 0.48540  0.357
H 3.99775 -1.70058 1.43154  0.302
C 3.87832 0.15690 -3.99150  -1.955
C 2.81951 -0.03481 -2.93976  0.799
O 2.08960 -1.02813 -2.94883  -0.356
N 2.61253 0.94974 -2.03091  0.990
C 3.30111 2.20024 -1.95521  -0.921
H 3.86388 -0.69474 -4.65514  0.388
H 4.84902 0.36612 -3.53405  0.465
H 3.71232 1.06731 -4.57947  0.431
H 1.85831 0.82967 -1.33572  -0.247
H 4.14768 2.24658 -2.63059  0.418
H 3.59627 2.45786 -0.91213  0.267
H 2.61976 3.00767 -2.27307  0.219
C 4.31100 4.60361 4.63588  -0.971
C 3.83486 4.13195 3.27627  0.665
O 4.63185 3.93506 2.35427  -0.577
N 2.52071 3.89169 3.15376  0.072
C 2.01578 3.28760 1.96342  -0.783
H 4.46948 5.67502 4.55248  0.283
H 5.24465 4.09662 4.87713  0.342
H 3.63286 4.26707 5.42042  0.296
H 1.98445 3.82139 4.01838  0.223
H 2.43602 2.28792 1.84965  0.281
H 2.17108 3.84819 1.04136  0.445
H 0.93152 3.18766 2.02620  0.099
C -4.41989 -2.20269 -0.70256  -1.061
C -3.80799 -1.48306 -1.88904  0.636
O -2.92086 -2.01384 -2.54588  -0.534
N -4.24215 -0.20699 -2.05034  0.191
C -4.00878 0.55734 -3.25358  -0.614
H -5.46131 -2.48593 -0.86422  0.437
H -4.31892 -1.64632 0.22714  0.238
H -3.91197 -3.16284 -0.59775  0.204
H -4.61119 0.27016 -1.24543  0.047
H -3.88944 -0.07750 -4.12546  0.314
H -3.10347 1.17800 -3.17589  -0.004
H -4.83769 1.24171 -3.43546  0.402
C 0.37853 1.53244 -5.30573  -1.465
C -0.18745 0.99277 -4.04200  0.609
O -0.51692 -0.18255 -3.92043  -0.370
N -0.46779 1.83973 -3.01664  0.856
C -0.07386 3.24143 -2.87392  -0.816
H 0.63774 2.59046 -5.24763  0.422
H -0.39045 1.42892 -6.07252  0.366
H 1.28229 1.04233 -5.66182  0.316
H -1.01173 1.43336 -2.25179  -0.277
H 1.01361 3.22106 -2.80381  0.111
H -0.50637 3.58142 -1.94168  0.184
H -0.41530 3.83292 -3.71642  0.424
C -6.10590 3.09171 -0.15311  -1.423
C -5.18817 2.09782 0.49075  0.764
O -5.58456 1.07708 1.02008  -0.587
N -3.83207 2.26906 0.39706  0.201
C -3.16268 3.30158 -0.32982  -0.909
H -7.05806 2.58906 -0.29269  0.391
H -5.73086 3.52502 -1.07329  0.386
H -6.29814 3.87328 0.58868  0.379
H -3.25498 1.56953 0.83380  0.028
H -2.18869 3.47159 0.13405  0.091
H -3.67197 4.25979 -0.33031  0.560
H -2.97819 2.97861 -1.36237  0.231
C -0.09368 -5.69558 1.42398  -1.042
C -0.79859 -5.75164 0.09604  0.622
O -0.69862 -4.83645 -0.73540  -0.432
N -1.53946 -6.86029 -0.16000  -0.150
C -1.89846 -7.88215 0.80524  -0.953
H 0.62154 -6.51993 1.44757  0.398
H -0.75242 -5.86409 2.27759  0.456
H 0.31586 -4.70078 1.54633  0.033
H -1.95724 -6.89987 -1.07636  0.313
H -2.26884 -7.46205 1.73849  0.303
H -1.07419 -8.57219 0.98035  0.292
H -2.74231 -8.44419 0.41065  0.359
C -1.35772 2.69963 4.18538  -0.916
C 0.05688 2.52803 4.70259  0.703
O 0.68087 3.46638 5.23940  -0.729
N 0.67300 1.35825 4.38375  0.186
C 2.00025 0.99664 4.88880  -0.977
H -1.85837 3.48957 4.72804  0.403
H -1.88470 1.76417 4.40727  0.369
H -1.34571 2.83211 3.10584  -0.070
H 0.26753 0.65849 3.77304  0.298
H 2.22499 1.49454 5.82697  0.332
H 2.78737 1.26399 4.17348  0.236
H 2.02315 -0.07927 5.05331  0.394